Entry 1:
Below is a cluster of 2 separate species, C6H10ClNO2S2 in total in a non-equilibrium geometry, with properties calculated with wB97M-V/def2-TZVPD.

Results
Gap between HOMO and LUMO in eV: 9.0
LUMO level in eV: 0.596
DFT total energy in Eh: -1696.3369

Geometry (Å):
C -2.5436 -0.5221 -1.1050
C -2.9714 -1.5827 -0.4149
C -3.0386 0.7641 -0.7207
C -3.9582 0.6046 0.3412
C 3.0563 0.4238 -1.0363
C 3.2153 0.8267 0.4534
N 2.0706 0.3072 1.0953
O -0.3826 0.3303 1.5904
O 0.5795 -1.8086 0.5695
S -4.1611 -1.0501 0.7864
S 0.4855 -0.0710 0.4836
Cl -4.6623 1.8044 1.2322
H -1.8678 -0.6093 -1.9980
H -2.5148 -2.6322 -0.5393
H 1.3019 -2.1157 1.0705
H -2.8253 1.8064 -1.2190
H 3.9928 0.5839 -1.6034
H 2.8261 -0.6503 -1.3268
H 2.1528 0.9526 -1.3833
H 4.0386 0.3922 1.0667
H 3.2318 1.9556 0.5600
H 1.9745 0.2903 2.0975

Entry 2:
Below is the ion C5H13NS with charge +1 in a non-equilibrium geometry, with properties calculated with wB97M-V/def2-TZVPD.

Results
Spin multiplicity: 2
Energy above the lowest of the compared OMol25 structures with the same formula, charge and spin in kcal/mol: 13.37
Gap between HOMO and LUMO (alpha / beta) in eV: 9.6 / 5.6
LUMO level (alpha / beta) in eV: -2.966 / -6.978
DFT total energy in Eh: -650.9119
Net charge: +1

Geometry (Å):
C -0.0150 0.1259 1.3726
C -1.3903 0.3214 1.9858
S -2.2739 -1.2880 2.2899
C -0.0701 -0.6836 0.0731
N 0.6753 0.0357 -0.9546
C 0.0373 0.3095 -2.2184
C 2.1317 0.3064 -0.9253
H 0.5425 1.1016 1.3394
H 0.5859 -0.3689 2.1491
H -2.0449 0.9693 1.4117
H -1.3785 0.7680 3.0008
H -2.6959 -1.6085 1.0384
H 0.3518 -1.6522 0.2690
H -1.0993 -0.6753 -0.3677
H -0.9833 0.7063 -1.9966
H -0.2307 -0.5839 -2.8148
H 0.4872 1.2087 -2.6435
H 2.5824 -0.4973 -0.3629
H 2.3925 1.3098 -0.6717
H 2.3951 0.1951 -1.9742

Entry 3:
Below is a structure of composition C3H7NO in a non-equilibrium geometry, with properties calculated with wB97M-V/def2-TZVPD.

Results
Energy above the lowest of the compared OMol25 structures with the same formula, charge and spin in kcal/mol: 68.12
Gap between HOMO and LUMO in eV: 10.2
LUMO level in eV: 0.912
DFT total energy in Eh: -248.4179

Geometry (Å):
C 1.1180 0.8398 -0.0133
C 0.2931 -0.8522 0.6206
C -0.7313 -0.6489 -0.4219
O -0.8485 -1.2974 -1.4456
N -1.3229 0.5936 -0.2614
H 1.9347 0.7919 0.6648
H 1.3503 0.6913 -1.0739
H 0.6742 1.8884 0.0355
H 0.0461 -0.5732 1.6447
H 0.6984 -1.9098 0.6315
H -1.7426 0.7942 0.6291
H -1.8008 0.8859 -1.0843

Entry 4:
Below is a structure of composition C18H31N2OPPtSi in a non-equilibrium geometry, with properties calculated with wB97M-V/def2-TZVPD.

Results
Spin multiplicity: 5
Gap between HOMO and LUMO (alpha / beta) in eV: 5.3 / 7.2
LUMO level (alpha / beta) in eV: 0.364 / -0.728
DFT total energy in Eh: -1639.2143

Geometry (Å):
Pt -0.1785 -0.0446 -0.3548
Si -2.2659 -0.2406 -1.4533
P 0.3126 -2.1378 -0.8691
N 1.1424 0.9918 -1.4017
H -0.8823 -1.1475 1.1793
C 1.9222 -2.6022 -0.1828
H 2.1486 -3.6137 -0.5497
H 1.9143 -2.5866 0.9185
H 2.6895 -1.9044 -0.5528
C -0.8669 -3.4982 -0.5167
H -0.3420 -4.4481 -0.6922
H -1.7228 -3.4099 -1.2037
H -1.2310 -3.4448 0.5216
C 0.6230 -2.2718 -2.6665
H 0.9321 -3.2963 -2.8761
H 1.4143 -1.5685 -2.9220
H -0.2888 -2.0236 -3.2048
C -3.6832 -0.8907 -0.3393
H -3.7894 -0.2362 0.5295
H -3.4752 -1.9124 -0.0054
H -4.6548 -0.9007 -0.8738
H -2.7567 1.0821 -1.9475
H -2.2449 -1.2708 -2.5447
C 1.3264 1.5444 -2.5686
C 2.8503 2.8163 -4.0334
C 2.5897 2.1771 -2.8306
C 0.3665 1.5504 -3.6450
C 0.6489 2.1909 -4.8419
C 1.8778 2.8252 -5.0524
H 3.8165 3.3041 -4.1895
H 3.3368 2.1105 -2.0379
H -0.5772 1.0266 -3.4742
H -0.0948 2.1949 -5.6435
H 2.0787 3.3119 -6.0177
C -1.2380 -1.5690 3.0613
O -1.5164 -1.6258 1.8190
C -0.3061 -0.6107 3.7129
H 0.0144 -1.0490 4.6764
H -0.8733 0.3237 3.9572
H 0.5869 -0.3966 3.0908
C -2.0410 -2.3695 4.0004
H -1.3486 -3.0324 4.5499
H -2.8448 -2.9655 3.5329
H -2.4538 -1.6445 4.7267
C -0.6704 4.1983 2.0588
C 0.5564 3.8211 1.4892
C 0.6394 2.6269 0.7902
N -0.4563 1.8680 0.6355
C -1.6367 2.1649 1.2068
C -1.7654 3.3457 1.9131
H -0.7548 5.1424 2.6284
H 1.4570 4.3992 1.5883
H 1.5669 2.2206 0.3921
H -2.4234 1.4084 1.1553
H -2.7261 3.5699 2.3731

Entry 5:
Below is a structure of composition C28H45BeBrN2P2 in a non-equilibrium geometry, with properties calculated with wB97M-V/def2-TZVPD.

Results
Gap between HOMO and LUMO (alpha / beta) in eV: 5.2 / 6.0
LUMO level (alpha / beta) in eV: -8.292 / -8.021
DFT total energy in Eh: -4474.2661
Net charge: +2

Geometry (Å):
N 5.2405 1.7467 4.2756
C 4.9678 0.4625 4.4725
C 4.9060 -0.4533 3.4122
C 5.1808 0.0066 2.0846
C 5.5305 1.3650 1.9429
C 5.5675 2.1910 3.0749
C 5.0307 -0.8336 0.9185
Be -0.3906 -0.8083 -1.3174
P -3.1488 -0.9407 -1.3040
C 5.0465 -0.3476 -0.3718
C 3.9988 -0.7841 -1.2401
C 3.4147 0.0718 -2.2032
C 2.0381 0.0631 -2.3262
C 1.3207 -0.8460 -1.5463
C 1.9160 -2.0114 -1.0922
C 3.2877 -1.9685 -0.8790
Br -1.0369 -1.1885 -3.3838
H 4.7288 -1.8678 1.0885
H 5.6831 0.4562 -0.7196
H 4.6249 -1.4845 3.5942
H 5.7178 1.7812 0.9527
H 4.7724 0.1239 5.4858
H 5.8553 3.2358 2.9526
H 4.0330 0.8281 -2.7202
H 3.7548 -2.7741 -0.3184
H 1.5210 0.7678 -2.9767
H 1.3142 -2.8930 -0.8636
P -0.3678 1.5972 -0.2606
C -3.0497 -2.8244 -1.4040
C -3.9156 -3.5461 -2.4158
H -3.2841 -3.1961 -0.3977
H -1.9971 -3.0690 -1.6068
H -3.7605 -4.6326 -2.3200
H -4.9816 -3.3533 -2.2549
H -3.6795 -3.2831 -3.4527
C -3.6762 0.1829 -2.7139
C -4.6999 -0.3218 -3.7108
H -2.7518 0.3756 -3.2944
H -3.9677 1.1368 -2.2386
H -4.4890 0.1244 -4.6908
H -4.6657 -1.4106 -3.8453
H -5.7178 -0.0190 -3.4469
C -4.5378 -0.6468 -0.1556
C -5.8087 -1.3630 -0.5726
H -4.6915 0.4356 -0.0942
H -4.1772 -1.0077 0.8252
H -6.6582 -0.9310 -0.0162
H -6.0266 -1.2443 -1.6446
H -5.7649 -2.4299 -0.3458
C -1.3671 2.1360 1.1980
C -2.8819 2.0367 1.0517
H -1.0752 3.1795 1.4118
H -1.0319 1.5111 2.0436
H -3.3654 2.7396 1.7421
H -3.2381 2.2788 0.0443
H -3.2379 1.0351 1.3201
C -0.6152 3.0733 -1.3514
C 0.4028 3.2123 -2.4805
H -0.6609 3.9646 -0.7047
H -1.6058 2.9102 -1.7986
H 0.1801 4.1164 -3.0591
H 1.4412 3.3065 -2.1271
H 0.3419 2.3536 -3.1648
C 1.3398 1.9350 0.3895
C 1.5891 1.6889 1.8718
H 1.5981 2.9698 0.1133
H 1.9869 1.2712 -0.2037
H 2.6363 1.9242 2.0991
H 0.9725 2.3254 2.5248
H 1.4316 0.6354 2.1427
C 0.7864 -1.2725 3.7632
C 0.1033 -2.1675 2.6982
C -0.4354 -1.5210 1.4980
N -0.6113 -1.2476 0.3554
H 1.8380 -1.0571 3.4993
H 0.8642 -1.8126 4.7177
H 0.2231 -0.3478 3.9850
H 0.8635 -2.8641 2.3112
H -0.6789 -2.7859 3.1739

Entry 6:
Below is the ion C5H13BNO with charge +1 in a non-equilibrium geometry, with properties calculated with wB97M-V/def2-TZVPD.

Results
Energy above the lowest of the compared OMol25 structures with the same formula, charge and spin in kcal/mol: 121.03
Gap between HOMO and LUMO (alpha / beta) in eV: 6.7 / 6.7
LUMO level (alpha / beta) in eV: -4.022 / -4.021
DFT total energy in Eh: -352.7542
Net charge: +1

Geometry (Å):
B -0.4668 0.8107 0.1599
C 0.9805 1.5538 0.2496
C 1.5763 -1.6827 -0.0797
C 2.1476 0.9231 -0.3110
C -2.5937 -1.1459 0.0525
C -3.0061 0.3781 -0.0151
N 2.4617 -0.5508 0.1861
O -1.6597 1.0163 0.0726
H 0.8021 2.4073 -0.3804
H 1.0991 1.9946 1.2520
H 0.8354 -1.8776 0.6525
H 1.1587 -1.3886 -1.0731
H 1.9437 0.6412 -1.3822
H 3.0420 1.4499 -0.1028
H -3.4876 -1.6987 -0.0284
H -2.0520 -1.3239 -0.8383
H -2.0708 -1.4285 0.9588
H -3.5013 0.7043 0.8641
H -3.4050 0.5951 -1.1549
H 2.8156 -0.6295 1.2729
H 3.3804 -0.7483 -0.3549

Entry 7:
Below is the ion C6H9INP2S with charge +1 in a non-equilibrium geometry, with properties calculated with wB97M-V/def2-TZVPD.

Results
Energy above the lowest of the compared OMol25 structures with the same formula, charge and spin in kcal/mol: 37.74
SMILES: [H]/P=C/C1=CS[C@@H](I)[N@@H+]1CP=C
Gap between HOMO and LUMO in eV: 8.2
LUMO level in eV: -4.430
DFT total energy in Eh: -1666.9557
Net charge: +1

Geometry (Å):
C -0.9972 -2.0742 1.0667
C -0.3849 -0.8637 0.9674
C 1.4201 2.0231 -1.8200
C 0.1742 0.0514 2.1973
C -1.5283 -0.8032 -1.0427
C 0.9859 -0.4869 -0.9077
N -0.3474 -0.2787 -0.3177
P 0.5127 1.6798 1.9277
P 1.2983 0.5520 -2.5398
S -1.7291 -2.5314 -0.4515
I -3.1456 0.6057 -0.5495
H -0.9925 -2.5261 1.9577
H 1.5436 2.7765 -2.5560
H 1.1949 2.4264 -0.8660
H 0.2876 -0.4415 3.1729
H -1.4713 -0.9542 -2.1194
H 1.5924 -0.3368 -0.1010
H 1.0423 -1.5022 -1.0848
H -0.4623 0.6537 -0.0491
H 1.0065 2.0302 3.1154

Entry 8:
Below is a cluster of 5 separate species, C24H29ClN2O6 in total in a non-equilibrium geometry, with properties calculated with wB97M-V/def2-TZVPD.

Results
Energy above the lowest of the compared OMol25 structures with the same formula, charge and spin in kcal/mol: 80.76
Gap between HOMO and LUMO in eV: 6.5
LUMO level in eV: -0.338
DFT total energy in Eh: -1952.7035

Geometry (Å):
C 3.3348 -3.8358 -2.5728
C 1.9538 -3.8148 -3.1818
N 0.9348 -4.3738 -2.2638
C 0.3388 -5.5888 -2.4408
C -0.4802 -5.7828 -1.3388
N -0.4722 -4.5618 -0.6178
C 0.4308 -3.6838 -1.3428
C -1.2702 -4.2348 0.5202
H 3.9868 -3.2968 -3.1908
H 3.8438 -4.6478 -2.7268
H 3.4328 -3.5298 -1.4548
H 2.2588 -4.4748 -4.1578
H 1.9478 -2.6528 -3.5848
H 0.4978 -6.3258 -3.1228
H -1.0232 -6.6688 -1.2318
H 0.4848 -2.5498 -1.2238
H -2.2142 -3.8698 0.2662
H -0.8932 -3.5718 1.3612
H -1.4092 -5.3788 0.8012
Cl 0.0268 0.0002 -1.8938
C -3.5842 2.6552 2.4912
C -2.7342 2.1642 1.2952
C -3.1582 2.6222 0.0192
C -4.3982 3.2212 -0.1568
C -5.1772 3.5652 1.0732
C -4.7902 3.2442 2.3122
O -5.5752 3.5102 3.3822
O -2.4922 2.2652 -1.1398
H -3.1972 2.2442 3.4692
H -1.7542 1.6772 1.2032
H -4.7052 3.3792 -1.3118
H -6.1752 4.0092 1.0572
H -6.3922 3.3202 3.1862
H -1.8792 1.6672 -1.1078
C 2.4708 -1.8348 3.8292
C 2.9878 -1.5868 2.4162
C 2.0448 -1.3698 1.4262
C 0.7438 -1.2998 1.7612
C 0.1448 -1.2878 3.1062
C 1.0278 -1.6658 4.1372
O 0.6978 -1.9668 5.3682
O 2.4678 -1.1738 0.0742
H 3.3128 -2.1098 4.5012
H 4.2698 -1.5248 2.2832
H 0.1558 -0.8638 0.9822
H -0.8472 -1.1518 3.1862
H 1.3898 -2.2648 5.8712
H 1.7638 -0.9188 -0.6128
C 1.9198 4.6932 -2.7298
C 1.4628 5.9012 -1.9838
C 0.9688 5.6912 -0.6858
C 0.8488 4.4502 -0.1318
C 1.0138 3.3792 -0.9818
C 1.6208 3.4302 -2.2688
O 1.8838 2.3332 -2.9308
O 0.5788 6.8872 -0.0408
H 2.3258 4.8532 -3.6078
H 1.5148 6.9602 -2.4578
H 0.5758 4.3962 0.7492
H 0.8758 2.3852 -0.5468
H 1.4378 1.4302 -2.5628
H 0.6458 7.5282 -0.5288

- Which value of DFT total energy does entry 4 give?
  -1639.2143 Eh

- Which of these has the highest DFT total energy?
  C3H7NO